[1]
74
Properties=species:S:1:pos:R:3:lowdin_charge:R:1 method="wB97M-V/def2-TZVPD" gap_ev=7.16 relative_energy_kcal_mol=0.0 e_tot_ha=-4296.13211 lumo_energy_ev=2.50 total_charge=-1 homo_ev=-4.7
Ca 0.8346 1.3191 -1.8488 1.28
C 0.1405 -0.6360 2.0246 -0.03
C 1.0515 -0.1552 0.9268 -0.27
N 0.7762 -0.4069 -0.3071 -0.08
N -0.3408 -1.2395 -0.4896 -0.08
C -0.7394 -1.4203 -1.6994 -1.19
S -0.2580 -0.8197 -3.2609 0.42
S -2.0545 -2.6120 -1.8687 0.84
C -2.4515 -3.0133 -0.1586 -0.45
C -1.6177 -4.0804 0.5095 -0.27
C -0.2890 -4.3015 0.1575 -0.06
C 0.4690 -5.2438 0.8335 -0.09
C -0.0849 -5.9850 1.8680 -0.11
C -1.4083 -5.7750 2.2212 -0.10
C -2.1642 -4.8284 1.5449 -0.06
C 2.3058 0.5702 1.2890 -0.13
C 2.8596 0.2362 2.5324 -0.07
C 4.0458 0.7734 2.9991 -0.13
C 4.7080 1.6975 2.1980 -0.12
C 4.2023 2.0557 0.9710 -0.03
C 2.9970 1.5177 0.4597 -0.41
O 2.5733 1.8971 -0.6943 -0.27
H -0.8870 -0.3952 1.7503 0.08
H 0.3668 -0.1609 2.9731 0.06
H 0.1907 -1.7218 2.1301 0.09
H -3.5040 -3.3053 -0.1454 0.07
H -2.3580 -2.0913 0.4188 0.06
H 0.1431 -3.7249 -0.6492 0.08
H 1.5027 -5.3986 0.5490 0.09
H 0.5126 -6.7202 2.3918 0.09
H -1.8538 -6.3496 3.0238 0.09
H -3.1987 -4.6664 1.8272 0.11
H 2.3503 -0.4948 3.1459 0.10
H 4.4405 0.4760 3.9614 0.08
H 5.6371 2.1417 2.5391 0.09
H 4.7192 2.7726 0.3461 0.10
C 4.3939 -3.9278 -2.7685 -0.07
N 3.8515 -2.5946 -2.6171 -0.18
C 2.9170 -2.2671 -1.5539 -0.04
C 4.1998 -1.6181 -3.4788 -0.36
O 3.7761 -0.4797 -3.4464 0.01
H 3.8053 -4.6173 -2.1667 0.08
H 5.4357 -3.9942 -2.4402 0.08
H 4.3277 -4.2641 -3.8046 0.08
H 2.9213 -3.0712 -0.8194 0.08
H 1.9099 -2.1274 -1.9478 0.04
H 3.2145 -1.3373 -1.0698 0.08
H 4.9336 -1.9524 -4.2360 0.13
O -0.8926 2.2933 -1.1550 -0.46
C -1.9017 3.0133 -0.5895 -0.66
C -1.7645 2.9498 0.9302 -0.46
C -2.6936 2.7317 1.9034 -0.13
C -2.1300 2.7130 3.2094 -0.19
C -0.7832 2.9162 3.1866 -0.42
S -0.1909 3.1135 1.5970 1.10
C -3.2491 2.4306 -0.9909 -0.45
C -4.3511 3.0529 -1.5025 -0.12
C -5.3965 2.1463 -1.8253 -0.20
C -5.0518 0.8552 -1.5589 -0.42
S -3.4727 0.7336 -0.9272 1.07
C -1.8377 4.4692 -1.0286 -0.47
C -2.0763 5.6066 -0.3182 -0.12
C -1.9097 6.7889 -1.0913 -0.19
C -1.5405 6.5127 -2.3718 -0.44
S -1.3872 4.8311 -2.6435 1.06
H -3.7409 2.5865 1.6800 0.11
H -2.6936 2.5426 4.1151 0.09
H -0.1059 2.9315 4.0249 0.06
H -4.4039 4.1228 -1.6432 0.11
H -6.3470 2.4382 -2.2477 0.09
H -5.6436 -0.0293 -1.7276 0.06
H -2.3578 5.5821 0.7246 0.11
H -2.0447 7.7901 -0.7094 0.09
H -1.3363 7.2172 -3.1612 0.05

---

[2]
13
Properties=species:S:1:pos:R:3:lowdin_charge:R:1 method="wB97M-V/def2-TZVPD" gap_ev=10.80 relative_energy_kcal_mol=10.6 e_tot_ha=-372.99032 lumo_energy_ev=1.03 smiles=CC(F)(F)CN homo_ev=-9.8
C 0.5144 -1.2992 -0.9034 0.01
C 0.0642 0.0649 -0.3942 -0.55
C -1.0580 0.1417 0.6681 -0.25
H 0.4153 -2.0745 -0.1501 0.07
H 1.5805 -1.2621 -1.2901 0.11
H -0.1079 -1.6096 -1.7766 0.10
H -2.0046 -0.2683 0.3968 0.12
H -1.2416 1.2417 0.6855 0.13
H 0.3296 -0.0767 1.9803 0.09
H -1.2173 -0.2313 2.5937 0.09
N -0.6056 -0.4804 1.8138 0.01
F 1.1600 0.6870 0.1959 0.02
F -0.1198 0.8907 -1.4580 0.06